# 1
{"formula": "C48H34BaN3O4S7", "method": "the ωB97M-V functional and the def2-TZVPD basis", "gap_ev": [3.434, 5.186], "fmax_ev_per_a": 1.2, "e_above_lowest_kj_mol": 0.0, "total_charge": -2, "multiplicity": 2, "species": ["Ba", "C", "C", "C", "C", "C", "C", "C", "S", "O", "C", "C", "C", "C", "C", "C", "C", "C", "C", "C", "C", "C", "C", "C", "C", "C", "C", "C", "C", "C", "S", "O", "C", "C", "C", "C", "C", "C", "C", "H", "H", "H", "H", "H", "H", "H", "H", "H", "H", "H", "H", "H", "H", "H", "H", "H", "H", "H", "H", "H", "H", "H", "H", "H", "H", "O", "C", "S", "C", "C", "S", "S", "S", "N", "C", "N", "O", "H", "H", "H", "H", "N", "C", "C", "C", "C", "C", "C", "C", "C", "C", "H", "H", "H", "H", "S", "C"], "coordinates": [[-2.249, 0.644, 0.809], [0.629, 2.877, 6.900], [0.733, 1.903, 5.757], [1.024, 2.343, 4.467], [1.125, 1.452, 3.413], [0.943, 0.096, 3.659], [0.642, -0.364, 4.927], [0.539, 0.543, 5.974], [0.966, -1.020, 2.262], [-0.075, -0.372, 1.359], [2.580, -0.657, 1.639], [3.595, -0.260, 2.513], [4.889, -0.094, 2.072], [5.237, -0.309, 0.701], [6.531, -0.107, 0.214], [6.852, -0.318, -1.131], [5.865, -0.752, -2.004], [4.567, -0.969, -1.554], [4.208, -0.742, -0.200], [2.886, -0.912, 0.274], [1.835, -1.372, -0.675], [1.681, -2.774, -0.922], [2.526, -3.724, -0.295], [2.358, -5.061, -0.516], [1.334, -5.524, -1.369], [0.506, -4.633, -1.988], [0.662, -3.240, -1.788], [-0.204, -2.306, -2.403], [-0.053, -0.976, -2.167], [0.984, -0.516, -1.320], [0.887, 1.265, -1.063], [1.775, 1.770, 0.017], [1.674, 1.740, -2.601], [3.054, 1.866, -2.641], [3.660, 2.218, -3.836], [2.905, 2.456, -4.983], [3.575, 2.861, -6.269], [1.521, 2.340, -4.911], [0.897, 1.989, -3.722], [0.460, 3.893, 6.539], [1.548, 2.891, 7.490], [-0.189, 2.610, 7.572], [1.171, 3.403, 4.286], [1.345, 1.783, 2.402], [0.466, -1.421, 5.089], [0.287, 0.189, 6.968], [3.369, -0.082, 3.556], [5.660, 0.223, 2.766], [7.294, 0.227, 0.909], [7.863, -0.149, -1.485], [6.100, -0.924, -3.048], [3.808, -1.298, -2.253], [3.306, -3.362, 0.363], [3.010, -5.774, -0.025], [1.196, -6.587, -1.519], [-0.302, -4.975, -2.624], [-1.021, -2.665, -3.016], [-0.762, -0.265, -2.580], [3.634, 1.671, -1.748], [4.741, 2.293, -3.880], [4.600, 2.493, -6.309], [3.611, 3.950, -6.366], [3.037, 2.472, -7.134], [0.920, 2.530, -5.794], [-0.182, 1.915, -3.658], [-6.562, -4.020, 5.753], [-5.827, -3.363, 5.047], [-4.614, -4.044, 3.975], [-4.034, -2.533, 3.262], [-4.662, -1.400, 3.635], [-4.455, 0.251, 3.154], [-5.973, -1.625, 4.805], [-2.699, -2.845, 2.152], [-2.659, 2.445, 4.557], [-2.213, 3.163, 3.507], [-1.827, 4.464, 3.760], [-2.150, 2.705, 2.366], [-2.934, 2.929, 5.394], [-3.189, 1.596, 4.316], [-1.496, 4.671, 4.688], [-1.273, 4.857, 3.016], [-8.790, -1.543, -6.588], [-8.014, -1.064, -5.885], [-7.041, -0.467, -5.013], [-6.329, -1.248, -4.099], [-5.391, -0.670, -3.270], [-5.134, 0.712, -3.330], [-5.861, 1.484, -4.249], [-6.800, 0.905, -5.079], [-4.154, 1.281, -2.466], [-3.278, 1.610, -1.668], [-6.520, -2.313, -4.044], [-4.835, -1.271, -2.559], [-5.672, 2.548, -4.296], [-7.355, 1.509, -5.786], [-3.015, -3.039, -0.731], [-3.274, -2.089, 0.573]]}

=====

# 2
{"formula": "C48H34IrN8O2S2", "method": "the ωB97M-V functional and the def2-TZVPD basis", "gap_ev": [4.811, 4.758], "fmax_ev_per_a": 0.4, "total_charge": 2, "multiplicity": 2, "species": ["Ir", "C", "C", "C", "C", "C", "N", "C", "C", "C", "C", "C", "C", "C", "C", "N", "C", "N", "C", "N", "C", "N", "C", "N", "C", "N", "C", "C", "C", "C", "C", "C", "C", "C", "C", "C", "C", "C", "C", "C", "N", "H", "H", "H", "H", "H", "H", "H", "H", "H", "H", "H", "H", "H", "H", "H", "H", "O", "S", "C", "C", "C", "C", "S", "O", "C", "C", "C", "C", "C", "C", "C", "C", "C", "C", "C", "C", "H", "H", "H", "H", "H", "H", "H", "H", "H", "H", "H", "H", "H", "H", "H", "H", "H", "H"], "coordinates": [[1.510, 0.792, -0.906], [0.668, -0.388, -7.325], [-0.172, 0.712, -7.270], [-0.379, 1.411, -6.072], [0.285, 0.952, -4.961], [0.309, 1.426, -3.572], [-0.363, 2.468, -3.143], [-0.393, 2.872, -1.881], [-1.180, 4.016, -1.412], [-2.034, 4.868, -2.065], [-2.645, 5.870, -1.296], [-2.395, 5.987, 0.060], [-1.519, 5.109, 0.717], [-0.926, 4.136, -0.047], [0.015, 3.063, 0.292], [0.450, 2.835, 1.528], [1.281, 1.874, 1.859], [1.893, 0.977, 1.032], [2.644, 0.114, 1.758], [3.373, -0.896, 1.316], [3.440, -1.272, 0.052], [2.764, -0.750, -1.004], [3.039, -1.466, -2.132], [2.534, -1.292, -3.337], [1.666, -0.340, -3.659], [1.143, 0.610, -2.851], [1.131, -0.158, -5.017], [1.343, -0.847, -6.185], [4.001, -2.523, -1.790], [4.606, -3.494, -2.552], [5.492, -4.358, -1.895], [5.740, -4.238, -0.537], [5.116, -3.247, 0.232], [4.254, -2.401, -0.422], [2.541, 0.482, 3.180], [3.106, -0.059, 4.309], [2.788, 0.547, 5.532], [1.943, 1.644, 5.594], [1.373, 2.189, 4.436], [1.689, 1.586, 3.243], [0.303, 2.359, -0.824], [0.807, -0.902, -8.267], [-0.675, 1.040, -8.170], [-1.030, 2.273, -6.024], [-2.229, 4.769, -3.124], [-3.324, 6.565, -1.771], [-2.882, 6.771, 0.623], [-1.321, 5.195, 1.776], [2.005, -1.701, -6.226], [4.409, -3.585, -3.611], [5.995, -5.132, -2.459], [6.433, -4.920, -0.063], [5.306, -3.149, 1.292], [3.767, -0.913, 4.255], [3.215, 0.155, 6.446], [1.724, 2.091, 6.555], [0.723, 3.052, 4.478], [-2.364, 1.365, -1.182], [-3.805, 1.020, -0.955], [-3.800, -0.780, -0.696], [-3.091, -1.273, 0.558], [-2.656, -2.741, 0.447], [-1.563, -3.049, -0.573], [0.097, -2.394, -0.258], [-0.004, -0.895, -0.078], [0.365, -3.048, 1.377], [0.809, -4.356, 1.507], [1.033, -4.865, 2.778], [0.826, -4.064, 3.894], [0.395, -2.752, 3.746], [0.161, -2.234, 2.481], [-4.195, 1.581, 0.696], [-3.165, 1.939, 1.551], [-3.472, 2.402, 2.820], [-4.798, 2.495, 3.223], [-5.823, 2.138, 2.355], [-5.524, 1.688, 1.077], [-3.302, -1.120, -1.607], [-4.841, -1.108, -0.755], [-3.769, -1.179, 1.408], [-2.224, -0.647, 0.764], [-3.521, -3.355, 0.179], [-2.330, -3.099, 1.425], [-1.802, -2.716, -1.585], [-1.382, -4.126, -0.630], [0.985, -4.970, 0.631], [1.374, -5.884, 2.897], [1.002, -4.466, 4.882], [0.233, -2.132, 4.619], [-0.177, -1.214, 2.340], [-2.143, 1.848, 1.206], [-2.678, 2.693, 3.496], [-5.037, 2.857, 4.214], [-6.854, 2.224, 2.668], [-6.318, 1.435, 0.384]]}

=====

# 3
{"formula": "C48H36FN13O2Ru", "method": "the ωB97M-V functional and the def2-TZVPD basis", "gap_ev": [3.826, 5.531], "fmax_ev_per_a": 1.9, "e_above_lowest_kj_mol": 80.3, "total_charge": 1, "multiplicity": 6, "species": ["Ru", "C", "C", "C", "C", "N", "C", "N", "C", "N", "C", "N", "C", "C", "C", "C", "C", "N", "C", "C", "C", "C", "C", "C", "H", "H", "H", "H", "H", "H", "H", "H", "H", "H", "H", "H", "O", "N", "O", "C", "C", "C", "C", "C", "C", "N", "C", "C", "N", "C", "C", "C", "C", "H", "H", "H", "H", "H", "H", "H", "F", "C", "C", "C", "C", "C", "C", "C", "H", "H", "H", "H", "H", "H", "C", "C", "N", "C", "C", "N", "C", "N", "N", "N", "C", "C", "C", "C", "C", "C", "H", "H", "H", "H", "H", "H", "H", "H", "H", "H", "H"], "coordinates": [[-0.159, 0.000, -0.945], [1.060, 0.070, 3.336], [-0.126, 0.170, 4.071], [-1.305, 0.135, 3.386], [-1.314, 0.026, 1.974], [-0.152, -0.068, 1.260], [0.985, -0.057, 1.967], [-2.530, 0.037, 1.442], [-2.903, 0.013, 0.198], [-2.095, -0.037, -0.921], [-2.917, -0.019, -2.031], [-2.566, -0.106, -3.283], [-1.372, 0.013, -3.844], [-1.365, -0.070, -5.260], [-0.236, 0.231, -5.967], [0.899, 0.616, -5.248], [0.843, 0.625, -3.874], [-0.233, 0.301, -3.144], [-4.288, 0.076, -1.613], [-5.474, 0.212, -2.322], [-6.646, 0.300, -1.596], [-6.642, 0.253, -0.198], [-5.465, 0.148, 0.516], [-4.281, 0.073, -0.204], [2.020, 0.072, 3.825], [-0.111, 0.273, 5.145], [-2.267, 0.195, 3.868], [1.906, -0.138, 1.406], [-2.292, -0.337, -5.738], [-0.227, 0.200, -7.045], [1.806, 0.905, -5.751], [1.728, 0.935, -3.336], [-5.463, 0.248, -3.399], [-7.587, 0.403, -2.115], [-7.580, 0.305, 0.332], [-5.449, 0.125, 1.592], [4.601, 4.428, 2.763], [5.082, 3.559, 2.060], [6.262, 3.257, 2.058], [4.226, 2.826, 1.178], [4.842, 1.998, 0.269], [4.106, 1.128, -0.549], [4.717, 0.136, -1.327], [3.926, -0.776, -1.995], [2.546, -0.710, -1.837], [1.921, 0.236, -1.130], [2.674, 1.208, -0.524], [2.065, 2.231, 0.230], [0.692, 2.479, 0.074], [0.012, 2.981, 1.165], [0.662, 3.437, 2.265], [2.065, 3.533, 2.267], [2.792, 2.921, 1.249], [5.921, 1.955, 0.243], [5.794, 0.075, -1.355], [4.355, -1.556, -2.601], [1.915, -1.469, -2.288], [-1.064, 3.015, 1.067], [0.104, 3.794, 3.115], [2.558, 4.047, 3.072], [-0.294, 8.543, -0.763], [-0.169, 7.215, -0.888], [-1.276, 6.413, -0.666], [-1.144, 5.045, -0.818], [0.076, 4.481, -1.172], [0.214, 2.981, -1.238], [1.178, 5.307, -1.364], [1.063, 6.680, -1.228], [-2.215, 6.859, -0.379], [-2.004, 4.411, -0.665], [0.940, 2.703, -2.006], [-0.763, 2.521, -1.456], [2.138, 4.885, -1.623], [1.909, 7.333, -1.374], [1.900, -2.969, 0.545], [0.709, -3.312, -0.268], [-0.054, -2.458, -0.923], [-1.026, -3.190, -1.543], [-0.842, -4.507, -1.259], [0.261, -4.579, -0.450], [0.795, -5.788, 0.141], [0.861, -5.686, 1.563], [2.039, -5.632, 2.220], [1.848, -5.487, 3.455], [0.507, -5.419, 3.704], [-0.223, -5.233, 4.878], [-1.592, -5.181, 4.758], [-2.239, -5.325, 3.522], [-1.542, -5.512, 2.349], [-0.159, -5.550, 2.462], [2.270, -1.994, 0.242], [2.690, -3.707, 0.417], [1.651, -2.925, 1.606], [-1.785, -2.724, -2.143], [-1.377, -5.381, -1.571], [1.814, -5.978, -0.218], [0.142, -6.619, -0.152], [0.280, -5.134, 5.824], [-2.196, -5.026, 5.639], [-3.316, -5.291, 3.492], [-2.040, -5.625, 1.399]]}

=====

# 4
{"formula": "C48H37N2O4SSbTcTe", "method": "the ωB97M-V functional and the def2-TZVPD basis", "gap_ev": [6.746, 5.981], "fmax_ev_per_a": 0.2, "e_above_lowest_kj_mol": 0.0, "multiplicity": 4, "species": ["Tc", "C", "O", "C", "C", "C", "C", "C", "C", "N", "N", "C", "C", "O", "C", "C", "C", "C", "C", "C", "C", "C", "H", "H", "H", "H", "H", "H", "H", "H", "H", "H", "H", "H", "H", "O", "C", "O", "C", "C", "C", "C", "C", "C", "S", "H", "H", "H", "H", "Te", "C", "C", "C", "C", "C", "C", "H", "H", "H", "H", "H", "C", "C", "C", "C", "C", "C", "Sb", "C", "C", "C", "C", "C", "C", "C", "C", "C", "C", "C", "C", "H", "H", "H", "H", "H", "H", "H", "H", "H", "H", "H", "H", "H", "H", "H"], "coordinates": [[-1.939, -1.043, 1.097], [-1.493, -2.219, -1.941], [-0.957, -1.996, -0.611], [0.209, -2.656, -0.260], [0.902, -3.469, -1.138], [2.062, -4.098, -0.704], [2.525, -3.917, 0.591], [1.838, -3.084, 1.458], [0.688, -2.439, 1.033], [-0.041, -1.523, 1.844], [0.542, -1.113, 2.872], [-0.061, -0.235, 3.730], [-1.396, 0.202, 3.668], [-2.300, -0.192, 2.797], [-1.871, 1.116, 4.650], [-1.063, 1.564, 5.638], [0.287, 1.125, 5.760], [1.109, 1.578, 6.811], [2.398, 1.133, 6.931], [2.901, 0.218, 5.993], [2.123, -0.228, 4.955], [0.792, 0.215, 4.812], [-1.678, -3.279, -2.089], [-0.786, -1.819, -2.665], [-2.424, -1.666, -1.966], [0.551, -3.620, -2.148], [2.600, -4.738, -1.390], [3.420, -4.423, 0.924], [2.179, -2.912, 2.469], [-2.897, 1.441, 4.555], [-1.444, 2.272, 6.365], [0.699, 2.284, 7.524], [3.024, 1.481, 7.742], [3.919, -0.139, 6.087], [2.528, -0.917, 4.228], [-1.188, 2.658, 1.407], [-1.718, 1.840, 0.686], [-1.167, 0.666, 0.418], [-3.009, 2.149, -0.013], [-3.248, 3.496, -0.284], [-4.368, 3.901, -0.985], [-5.273, 2.946, -1.431], [-5.066, 1.609, -1.143], [-3.946, 1.191, -0.418], [-3.954, -0.516, 0.051], [-2.516, 4.213, 0.062], [-4.530, 4.951, -1.191], [-6.152, 3.242, -1.989], [-5.794, 0.868, -1.450], [-2.863, -3.381, 2.002], [-2.999, -4.467, 0.197], [-4.034, -4.235, -0.705], [-4.075, -4.929, -1.908], [-3.089, -5.858, -2.216], [-2.064, -6.100, -1.311], [-2.017, -5.406, -0.108], [-4.802, -3.506, -0.478], [-4.881, -4.739, -2.607], [-3.125, -6.398, -3.154], [-1.296, -6.829, -1.541], [-1.204, -5.581, 0.587], [5.160, 1.553, -5.046], [5.238, 1.708, -3.670], [4.157, 1.369, -2.864], [2.986, 0.870, -3.427], [2.921, 0.712, -4.811], [3.996, 1.055, -5.618], [1.245, 0.356, -2.280], [2.075, 0.822, -0.376], [2.970, -0.087, 0.188], [3.534, 0.160, 1.433], [3.198, 1.316, 2.127], [2.287, 2.210, 1.583], [1.732, 1.966, 0.334], [0.220, 2.182, -2.682], [-1.140, 2.132, -2.972], [-1.834, 3.288, -3.310], [-1.171, 4.505, -3.344], [0.185, 4.566, -3.043], [0.879, 3.410, -2.720], [6.002, 1.820, -5.672], [6.142, 2.098, -3.219], [4.230, 1.503, -1.791], [2.018, 0.323, -5.272], [3.928, 0.932, -6.692], [3.238, -0.996, -0.345], [4.232, -0.552, 1.860], [3.630, 1.512, 3.100], [1.993, 3.094, 2.135], [1.015, 2.668, -0.071], [-1.673, 1.187, -2.931], [-2.892, 3.235, -3.530], [-1.710, 5.409, -3.602], [0.703, 5.517, -3.068], [1.940, 3.464, -2.504]]}

=====

Question: What is the multiplicity in the second record?
Answer: 2

=====

Question: What is the multiplicity in the fourth record?
Answer: 4